Record 1
{"formula": "BF4H18O9", "method": "ωB97M-V/def2-TZVPD", "species": ["B", "F", "F", "F", "F", "O", "H", "H", "O", "H", "H", "O", "H", "H", "O", "H", "H", "O", "H", "H", "O", "H", "H", "O", "H", "H", "O", "H", "H", "O", "H", "H"], "positions_angstrom": [[0.15082, 0.01873, -0.11644], [-0.51435, 0.92703, -0.87030], [0.64559, -0.85387, -1.00912], [1.12898, 0.61595, 0.65202], [-0.71144, -0.86271, 0.50495], [-0.87733, 2.32328, 1.10716], [-0.29380, 1.71210, 1.55681], [-0.36936, 3.13140, 1.03549], [2.78419, 0.23406, -0.54574], [3.27057, -0.01285, 0.24084], [1.98157, -0.28589, -0.50470], [-1.91500, -0.97819, -1.23147], [-2.27997, -1.66541, -0.67401], [-1.06321, -0.78045, -0.84211], [0.08687, -3.34105, -0.87069], [0.12398, -2.44473, -0.53684], [0.92929, -3.46988, -1.30654], [0.70862, 0.14320, -2.75952], [1.57275, -0.25955, -2.84496], [0.42156, -0.08962, -1.87656], [-2.20129, 1.40536, -0.07327], [-1.50730, 1.71587, 0.50828], [-1.83741, 0.62088, -0.48364], [1.30390, 2.10929, -0.84991], [0.36141, 1.97726, -0.95248], [1.59982, 1.34849, -0.35008], [-2.38256, -0.00098, 2.31223], [-2.10380, -0.14299, 1.40761], [-1.61965, -0.23969, 2.83874], [0.71337, -0.77466, 2.48960], [0.42177, -0.72183, 1.57943], [1.47144, -1.35857, 2.46522]], "atomic_forces_ev_per_a": [[-0.3709, 2.2157, 1.2083], [3.1584, -2.1083, -1.8592], [3.2063, -5.9123, 3.7243], [-3.6383, -2.2764, 4.6219], [0.9042, 0.0914, 4.9227], [6.3080, 5.4083, 7.1323], [0.4032, 0.1263, 0.7596], [0.3356, 0.3833, -0.4161], [3.6838, -1.5275, -1.3486], [0.2429, -0.0203, 0.1625], [2.0119, -0.4962, -0.6096], [-1.7284, -0.9121, -2.6541], [-0.1318, -0.1185, -0.0525], [-3.0033, -1.8188, -2.4867], [-0.1034, -0.7861, 0.3168], [-0.1096, -0.4037, -0.1307], [0.1275, 0.0014, -0.1677], [0.2467, 1.6472, -4.6610], [0.1260, 0.1431, -0.1633], [0.0414, 1.8301, -4.6582], [-8.7841, -2.4798, -1.7406], [-2.9577, -1.0675, -2.3187], [-3.6796, 0.8816, -0.0151], [1.4934, 4.2885, -1.5490], [1.2595, 1.6140, -0.4924], [1.1557, 2.5949, -1.6659], [-0.3257, -0.0956, 0.9406], [-0.5886, 0.4513, -0.1981], [0.2122, -0.2625, 0.2382], [0.2357, -0.5896, 1.5324], [0.1104, -0.6667, 1.4103], [0.1585, -0.1352, 0.2175]], "lowdin_charge": [-1.385, 0.095, 0.173, 0.108, 0.132, 0.142, 0.097, 0.131, -0.006, 0.074, 0.012, 0.010, 0.078, -0.035, -0.031, -0.006, 0.036, -0.016, 0.039, -0.118, -0.063, -0.289, -0.030, -0.048, -0.008, -0.076, -0.041, -0.006, 0.011, -0.018, -0.014, 0.050], "homo_lumo_gap_ev": 7.56, "e_lumo_ev": 2.50, "charge": -1, "energy_ha": -1112.046269}



Record 2
{"formula": "BF4H18O9", "method": "ωB97M-V/def2-TZVPD", "species": ["B", "F", "F", "F", "F", "O", "H", "H", "O", "H", "H", "O", "H", "H", "O", "H", "H", "O", "H", "H", "O", "H", "H", "O", "H", "H", "O", "H", "H", "O", "H", "H"], "positions_angstrom": [[0.64370, -0.21467, 0.06688], [1.37962, -1.35510, 0.24698], [-0.20774, -0.02610, 1.14330], [1.51597, 0.78557, -0.18547], [-0.03454, -0.33826, -1.08123], [-2.02051, 3.22032, 0.36424], [-1.72339, 4.12915, 0.31971], [-1.24181, 2.72547, 0.61918], [3.97125, 0.94924, -0.58556], [3.02959, 0.93964, -0.75706], [4.04120, 0.96373, 0.36898], [-0.06324, 0.31925, -3.75604], [-0.28542, -0.12761, -2.93922], [-0.81825, 0.87937, -3.93622], [2.31635, 3.24034, 1.06015], [2.99195, 3.01113, 1.69831], [2.25775, 2.47555, 0.48752], [-2.83907, -0.53979, -0.08394], [-2.02609, -0.43023, -0.57718], [-2.89874, 0.24685, 0.45817], [2.33235, -2.97388, -1.49084], [1.86843, -2.36222, -0.91911], [2.38106, -3.78515, -0.98517], [-3.45548, 1.16967, 2.06588], [-2.51001, 1.27501, 2.17174], [-3.80046, 2.06224, 2.08887], [-0.97107, -3.04684, -0.89154], [-0.95412, -3.19198, 0.05444], [-0.05377, -2.91362, -1.13036], [-0.94806, -2.63968, 1.75988], [-0.68203, -1.72521, 1.66385], [-1.19544, -2.72220, 2.68086]], "atomic_forces_ev_per_a": [[-0.1115, -0.8406, -0.0602], [0.7061, -1.2824, 1.2255], [-0.1950, 0.6772, 0.8196], [0.9389, 2.6594, 0.8036], [-2.2733, -0.3851, -2.0568], [-0.3878, 0.0536, 0.0927], [0.1400, 0.2076, -0.0486], [0.3807, -0.2421, -0.0529], [1.1481, 0.3168, -0.2387], [-0.1237, -0.3035, -0.1200], [-0.0150, -0.1613, 0.1111], [0.0989, 0.1376, -0.5875], [0.1011, -0.1588, 0.4376], [-0.1473, 0.1008, -0.0219], [-0.1231, 0.5234, 0.2661], [0.1277, -0.0050, 0.1072], [-0.1594, -0.3148, -0.2543], [-0.3082, -0.1446, -0.2274], [0.3334, -0.3036, -0.2072], [-0.3265, 0.1877, 0.1751], [0.2595, -0.6501, -0.7714], [0.0820, 0.4540, 0.3365], [0.0129, -0.1681, 0.0824], [-0.2631, -0.2294, 0.3313], [0.3351, 0.0240, 0.1005], [0.0089, 0.2752, -0.1920], [-0.1925, -0.3473, -0.7182], [-0.1742, 0.0714, 0.4645], [0.1902, 0.0008, -0.2351], [0.0260, -0.5837, 0.6089], [0.0395, 0.5625, -0.2761], [-0.1283, -0.1315, 0.1057]], "lowdin_charge": [-1.411, 0.162, 0.151, 0.160, 0.183, -0.039, 0.035, 0.029, -0.053, -0.008, 0.020, -0.055, 0.002, 0.022, -0.053, 0.026, -0.011, -0.052, -0.003, -0.028, -0.051, -0.029, 0.030, -0.044, 0.027, 0.039, -0.050, -0.018, -0.005, -0.037, 0.009, 0.050], "homo_lumo_gap_ev": 9.76, "e_lumo_ev": 2.59, "charge": -1, "energy_ha": -1112.599022}



Record 3
{"formula": "BF4H18O9", "method": "ωB97M-V/def2-TZVPD", "species": ["B", "F", "F", "F", "F", "O", "H", "H", "O", "H", "H", "O", "H", "H", "O", "H", "H", "O", "H", "H", "O", "H", "H", "O", "H", "H", "O", "H", "H", "O", "H", "H"], "positions_angstrom": [[1.08345, 0.12281, 0.23387], [1.13444, 1.49362, 0.42081], [0.18761, -0.34164, 1.21340], [0.52243, -0.11699, -0.99315], [2.35944, -0.41748, 0.40113], [1.56742, -2.87175, -0.25034], [1.53815, -3.33911, 0.59380], [1.94236, -1.97921, -0.21239], [0.41100, 1.07666, -3.76957], [0.52439, 0.19902, -3.44110], [0.76240, 1.74218, -3.10701], [-1.43497, -1.91735, 2.75904], [-0.71388, -1.34714, 2.38123], [-0.94600, -2.71270, 3.07884], [-1.20971, -2.52617, -0.35893], [-0.25805, -2.37607, -0.20759], [-1.71745, -1.74161, -0.30570], [0.48356, 2.90378, -1.84340], [0.80600, 2.49179, -1.11583], [0.68550, 3.81738, -1.63376], [-1.08215, 2.78300, 1.74874], [-0.32628, 3.03984, 1.24410], [-0.67796, 2.38848, 2.48071], [-0.14110, -1.64403, -3.07062], [0.17948, -1.26498, -2.27746], [-0.55264, -2.43185, -2.75602], [0.26132, 1.22443, 3.46734], [0.67609, 0.66015, 2.82222], [-0.30516, 0.72465, 4.01484], [-2.18227, 0.54616, -0.43283], [-1.24907, 0.32655, -0.38980], [-2.32835, 1.48758, -0.69456]], "atomic_forces_ev_per_a": [[-0.0776, 0.8067, 0.8647], [0.6143, 1.1056, 0.0470], [0.2553, -0.6972, 0.3817], [0.2545, -0.3664, -0.7695], [-0.0076, -0.1389, -0.1603], [-0.4080, -0.7242, -0.6444], [0.3548, 0.7419, -0.0800], [0.3117, -0.4518, 0.7780], [0.6246, 2.0402, -0.0341], [0.0379, -0.6976, 0.3007], [-0.7854, -1.3804, -1.0534], [1.6136, -0.2392, 0.4689], [-1.1395, -0.7594, 0.1734], [-0.6794, 0.9033, -0.4506], [0.7643, -1.9077, -0.3438], [-0.6159, 0.1902, -0.1173], [-0.4823, 1.3937, 0.2486], [-1.3221, 2.7211, -2.9553], [1.4429, -2.6947, 3.7355], [-0.0968, 0.3752, -0.4040], [-1.7390, 1.4715, -1.5123], [0.5840, 0.2197, -0.7863], [0.8401, -1.3598, 2.0328], [0.0920, -0.1264, -1.7625], [0.4048, 0.5884, 1.3026], [-0.6113, -0.9156, 0.3246], [1.1215, 1.6033, 0.1961], [-0.1203, -0.5281, -0.3963], [-0.9109, -1.1662, 0.6766], [-1.1489, 0.6098, -0.2434], [0.0003, 0.7326, -0.2411], [0.8282, -1.3496, 0.4235]], "lowdin_charge": [-1.297, 0.146, 0.107, 0.159, 0.144, -0.044, 0.062, 0.014, -0.090, -0.042, 0.009, -0.090, 0.012, 0.044, -0.050, -0.015, -0.005, 0.007, -0.045, 0.068, -0.034, 0.002, -0.055, -0.032, -0.032, 0.021, -0.014, 0.023, 0.034, -0.058, -0.017, 0.065], "homo_lumo_gap_ev": 9.80, "e_lumo_ev": 2.74, "charge": -1, "energy_ha": -1112.603866}



Record 4
{"formula": "BF4Tl", "method": "ωB97M-V/def2-TZVPD", "species": ["Tl", "B", "F", "F", "F", "F"], "positions_angstrom": [[-0.74589, 0.07024, -2.52085], [0.18625, -0.03191, 0.52488], [-0.08150, -1.20972, -0.21076], [-0.86683, 0.87951, 0.22146], [0.17226, -0.27279, 1.87221], [1.33571, 0.56466, 0.11306]], "atomic_forces_ev_per_a": [[-0.0814, -0.2230, 0.7385], [0.2675, 0.3228, 0.6957], [-0.1956, 0.1603, -0.6739], [-0.1639, -0.1104, -0.5887], [-0.0899, -0.1218, -0.2547], [0.2634, -0.0279, 0.0832]], "lowdin_charge": [1.774, -1.191, 0.239, 0.294, 0.491, 0.394], "homo_lumo_gap_ev": 4.58, "e_lumo_ev": -19.71, "charge": 2, "energy_ha": -595.853914}